No. 1
2 unconnected molecules or ions with the total composition C6H11NO. Source: OMol25; level of theory: wB97M-V/def2-TZVPD.

```
! RIJCOSX wB97M-V def2-TZVPD def2/J DEFGRID3
* xyz 0 1
C 2.61136 1.25835 -0.70848
C 2.12515 0.13021 -1.12091
N 1.55255 -0.86425 -1.54154
O 2.15888 -2.12534 -1.60882
H 3.35363 1.78829 -1.28221
H 2.28979 1.66872 0.23482
H 1.52332 -2.65919 -2.10807
C 0.07719 -0.96652 1.65911
C -0.52885 0.16303 1.32712
C -1.21592 0.57838 0.00828
C -2.72892 0.40015 0.08477
H 0.25057 -1.23184 2.68937
H 0.49737 -1.63497 0.92586
H -0.84751 0.80917 2.13928
H -0.80746 -0.01419 -0.81060
H -0.98812 1.62844 -0.19725
H -3.18684 0.69848 -0.85683
H -3.15896 1.01229 0.87579
H -2.97724 -0.63923 0.29031
*
```

Output
Max |F| in eV/A: 1.74
HOMO-LUMO gap in eV: 9.97
SMILES: C=C=NO.C=CCC

No. 2
12 unconnected molecules or ions with the total composition C28H87N7O12. Source: OMol25; level of theory: wB97M-V/def2-TZVPD.

```
! RIJCOSX wB97M-V def2-TZVPD def2/J DEFGRID3
* xyz 0 1
C 4.72241 -2.62105 -3.36926
O 4.60442 -3.08535 -4.69829
C 5.31324 -2.49576 -5.72699
C 6.72377 -3.04221 -5.85756
C 7.48370 -2.55998 -7.06382
N 6.66828 -4.48785 -6.05043
H 4.69088 -1.53408 -3.44408
H 5.51487 -3.20007 -2.89510
H 3.79004 -2.91096 -2.88475
H 4.79621 -2.52041 -6.68624
H 5.52166 -1.44158 -5.54429
H 7.33855 -2.85988 -4.97614
H 7.78632 -1.51849 -6.95504
H 6.99593 -2.63241 -8.03589
H 8.43656 -3.07994 -7.16284
H 5.73115 -4.86297 -6.01614
H 7.00240 -4.76217 -5.13763
C -4.96391 -0.69990 -2.02807
O -5.89969 -1.77417 -2.28710
C -6.48803 -1.79572 -3.58728
C -6.90233 -3.23766 -3.99198
C -8.04519 -3.78880 -3.11285
N -5.88248 -4.18871 -3.81858
H -4.01195 -0.72002 -2.55861
H -4.71091 -0.76573 -0.96988
H -5.50819 0.22689 -2.20950
H -7.36210 -1.14647 -3.53638
H -5.79463 -1.48859 -4.37020
H -7.25224 -3.18866 -5.02313
H -8.34847 -4.76464 -3.49214
H -8.97663 -3.23928 -2.97672
H -7.67709 -3.86638 -2.08982
H -5.49661 -3.87887 -2.93813
H -6.29340 -5.06929 -3.54326
C 1.24813 -7.97964 2.16235
O 1.84983 -6.77517 2.83523
C 0.96608 -5.69743 2.96141
C 0.74590 -5.02077 1.51364
C 2.06987 -4.76987 0.72421
N 0.17040 -3.71526 1.44983
H 0.61835 -8.61020 2.78993
H 2.00182 -8.53225 1.60138
H 0.58668 -7.65711 1.35826
H 0.11126 -5.94763 3.58972
H 1.37133 -4.86605 3.53819
H 0.14924 -5.64617 0.84958
H 1.83993 -4.37144 -0.26396
H 2.77023 -5.57709 0.50975
H 2.53654 -3.92642 1.23305
H 0.44500 -3.30565 2.33126
H -0.81929 -3.85908 1.59102
C -9.46848 6.18563 -1.74296
O -8.09317 5.91246 -1.56039
C -7.82220 5.03845 -0.46765
C -6.49206 4.27299 -0.62748
C -6.10452 3.37806 0.57428
N -5.49810 5.27890 -1.02698
H -10.05571 5.27215 -1.83684
H -9.50986 6.69852 -2.70386
H -9.84449 6.85897 -0.97267
H -7.85162 5.52940 0.50507
H -8.53802 4.21939 -0.39795
H -6.64841 3.55084 -1.42882
H -5.20175 2.79664 0.38708
H -6.90211 2.70877 0.89681
H -6.04235 3.94839 1.50107
H -6.08690 6.09547 -0.94570
H -5.30470 5.27836 -2.01829
C 9.43088 0.41464 0.64391
O 8.08925 0.90370 0.79697
C 7.77106 2.20773 1.25272
C 6.28523 2.55724 1.06590
C 5.79136 2.82771 -0.33021
N 5.85275 3.70697 1.88262
H 9.79510 0.78184 -0.31557
H 9.61048 -0.64232 0.44726
H 10.10113 0.69001 1.45817
H 8.16365 2.35248 2.25921
H 8.38644 2.78219 0.56033
H 5.61505 1.75011 1.36172
H 6.20673 2.23544 -1.14555
H 6.01336 3.88033 -0.50577
H 4.74539 2.55223 -0.46494
H 6.08197 3.48139 2.84005
H 6.59931 4.35975 1.69122
C 0.47028 6.13499 4.82983
O -0.92554 5.84364 4.74283
C -1.33838 4.52790 4.43359
C -0.85171 4.13015 2.96128
C -1.54701 4.84687 1.85008
N -1.13117 2.69311 2.87513
H 0.86641 5.42045 5.55135
H 0.55177 7.15771 5.19792
H 0.97079 5.93040 3.88339
H -0.99152 3.74675 5.11004
H -2.42749 4.49609 4.40316
H 0.23064 4.23294 2.88346
H -2.57146 4.47564 1.87828
H -1.15870 4.53014 0.88209
H -1.65050 5.92781 1.94463
H -0.97246 2.28117 1.96672
H -2.11058 2.49696 3.02476
C -2.32052 0.24767 0.25781
O -1.04372 0.86922 0.33592
C 0.00012 -0.15264 0.18855
C 1.39944 0.48193 0.12547
C 2.58598 -0.48883 -0.23420
N 1.81490 0.88580 1.48603
H -2.55823 0.16124 -0.80243
H -3.05738 0.85044 0.78866
H -2.34165 -0.71879 0.76140
H 0.02908 -0.74887 1.10057
H 0.02441 -0.67185 -0.76953
H 1.45817 1.35095 -0.52985
H 2.66906 -0.85384 -1.25791
H 2.56183 -1.34445 0.44065
H 3.49826 0.07656 -0.04395
H 2.56618 1.55880 1.43337
H 1.20426 1.47122 2.03785
O 1.14082 1.84846 4.43083
H 0.50195 2.43835 4.03072
H 0.61351 1.23523 4.94283
O -4.20234 -3.19006 1.68684
H -5.03360 -2.89009 1.31906
H -4.02114 -2.57858 2.40062
O -3.34270 -1.03833 3.32601
H -3.11740 -0.10865 3.36015
H -2.50642 -1.49195 3.43132
O 3.53308 -1.52047 3.40562
H 3.08074 -1.16346 2.64132
H 4.43652 -1.21819 3.31270
O 0.93309 -1.09851 3.66813
H 1.84146 -1.35942 3.81987
H 0.99634 -0.31805 3.11756
*
```

Output
Max |F| in eV/A: 3.14
HOMO-LUMO gap in eV: 9.31
SMILES: COC[C@H](C)N.COC[C@H](C)N.COC[C@H](C)N.COC[C@H](C)N.COC[C@H](C)N.COC[C@H](C)N.COC[C@H](C)N.O.O.O.O.O

No. 3
C7H14N2S in the gas phase. Source: OMol25; level of theory: wB97M-V/def2-TZVPD.

```
! RIJCOSX wB97M-V def2-TZVPD def2/J DEFGRID3
* xyz 0 1
C 2.08392 -2.19829 -3.37855
C -2.89304 2.18214 1.43814
C 1.47531 -3.35720 -3.15462
C -1.51774 1.79794 1.97466
C -0.94625 0.38009 1.60367
C 0.20968 0.56417 0.58560
C 0.95685 -0.81309 0.43569
N 2.44135 -1.05478 -3.34347
N 2.07067 -0.74927 -0.46841
S 1.98838 -0.03170 -1.86183
H -3.14496 1.31686 0.83303
H -3.60476 2.41201 2.26894
H -2.72665 3.14186 0.78828
H 0.44095 -3.62211 -3.34341
H 2.07731 -4.19796 -2.56763
H -1.56715 1.94422 3.07072
H -0.70930 2.55793 1.64596
H -1.70516 -0.26725 1.32364
H -0.38544 -0.08289 2.36430
H 0.88404 1.34209 0.77334
H -0.21161 0.87091 -0.46022
H 0.19300 -1.50987 0.16899
H 1.43421 -1.15118 1.33778
H 3.15639 0.52537 -2.03458
*
```

Output
Max |F| in eV/A: 4.13
HOMO-LUMO gap in eV: 8.77

No. 4
C5H7NO2 in the gas phase. Source: OMol25; level of theory: wB97M-V/def2-TZVPD.

```
! RIJCOSX wB97M-V def2-TZVPD def2/J DEFGRID3
* xyz 0 1
C 1.76670 0.03640 -0.75949
C 0.83246 0.17327 0.17794
O 1.06875 0.69887 1.42214
C -0.59497 -0.78818 0.18225
C -0.67441 -2.02507 -0.24266
C -1.17598 0.49156 -0.25368
N -1.46929 1.45885 0.70333
O -1.79902 0.45425 -1.33664
H 2.81200 0.21318 -0.54640
H 1.48956 -0.33633 -1.72980
H 2.02010 0.79255 1.55956
H 0.15807 -2.70502 -0.13691
H -1.56228 -2.32310 -0.78429
H -2.12313 2.15561 0.37962
H -0.74856 1.70316 1.36503
*
```

Output
Max |F| in eV/A: 7.00
HOMO-LUMO gap in eV: 9.00
SMILES: C=C(O)C(=C)C(N)=O

No. 5
2 unconnected molecules or ions with the total composition C4H12N2O. Source: OMol25; level of theory: wB97M-V/def2-TZVPD.

```
! RIJCOSX wB97M-V def2-TZVPD def2/J DEFGRID3
* xyz 0 1
H -0.25083 -3.88345 1.14320
N 0.12016 -2.90882 0.83885
C -0.03316 -2.77702 -0.58416
N -0.45516 -3.85044 -1.36997
H 0.21529 -1.71838 -0.88612
H -1.04055 -4.63153 -1.11704
H -0.64619 -3.56534 -2.33255
C 0.25995 2.79972 -0.85705
C 0.55025 2.44658 0.62942
C 0.24211 1.00265 0.99720
O -1.11377 0.61388 0.71738
H 0.30268 3.91522 -0.97361
H -0.72802 2.45820 -1.22419
H 1.04790 2.39348 -1.46568
H 1.61773 2.65711 0.83493
H 0.03310 3.08516 1.38704
H 0.95408 0.24673 0.59208
H 0.38037 0.85457 2.11602
H -1.45593 0.86167 1.55426
*
```

Output
Max |F| in eV/A: 8.02
HOMO-LUMO gap in eV: 9.78
SMILES: [H]/N=C\N.CCCO

No. 6
A molecular structure, C26H19F9N6ORe. Source: OMol25; level of theory: wB97M-V/def2-TZVPD.

```
! RIJCOSX wB97M-V def2-TZVPD def2/J DEFGRID3
* xyz 2 2
Re -0.41244 -0.18210 0.59552
C -1.81752 -3.81265 -1.18099
C -0.84090 -4.05579 -2.15120
C 0.24899 -3.21440 -2.27310
C 0.37178 -2.12307 -1.42701
N -0.61387 -1.87447 -0.51047
C -1.67450 -2.71271 -0.38365
C 1.48339 -1.17456 -1.37129
C 2.63599 -1.26922 -2.14634
C 3.65351 -0.34768 -1.96704
C 3.52037 0.66323 -1.02075
C 2.36231 0.77962 -0.26072
C 1.33491 -0.13982 -0.43131
H -2.66802 -4.46697 -1.05883
H -0.93460 -4.91184 -2.80685
H 1.00908 -3.40522 -3.01637
H -2.39467 -2.46123 0.38560
H 2.75062 -2.05879 -2.87764
H 4.55626 -0.41854 -2.55777
H 4.32617 1.37064 -0.87423
H 2.27901 1.57594 0.46996
F -2.06144 -0.86943 2.88152
C -1.42963 -0.09854 3.82682
F -1.68239 -0.59480 5.01099
F -1.94396 1.11666 3.71623
C 0.07858 -0.09413 3.45994
O 0.22329 0.51785 2.21173
C 0.61572 -1.54994 3.29695
F 0.09496 -2.41651 4.12217
F 0.22552 -1.94846 1.99544
F 1.92232 -1.61405 3.30557
C 0.93198 0.68036 4.51260
F 2.11933 0.96739 3.99911
F 1.08097 -0.08282 5.58883
F 0.32658 1.81061 4.85255
C -3.41181 1.15507 0.57667
C -2.41218 1.74324 -0.34796
N -1.14220 1.27405 -0.51922
C -0.52577 2.08569 -1.48313
C -1.41121 3.01801 -1.85887
N -2.58202 2.79304 -1.13279
C -3.79896 3.64876 -1.23516
N -4.31063 3.99310 0.03600
N -5.46697 3.39056 0.47576
N -5.69304 3.75004 1.66837
C -4.67052 4.58908 2.08866
C -4.47398 5.23187 3.31222
C -3.34832 6.01449 3.42980
C -2.43926 6.16555 2.36386
C -2.62282 5.54187 1.14787
C -3.76664 4.75070 1.03888
H -3.13290 0.13287 0.84189
H -4.40100 1.12541 0.12185
H -3.49038 1.74362 1.49298
H 0.48564 1.91670 -1.80388
H -1.33602 3.82612 -2.56633
H -4.57742 3.11080 -1.77266
H -3.49577 4.52604 -1.80409
H -5.18778 5.12217 4.11702
H -3.15529 6.54114 4.35421
H -1.57701 6.80413 2.50390
H -1.92854 5.68733 0.32988
*
```

Output
Max |F| in eV/A: 0.29
HOMO-LUMO gap (alpha / beta) in eV: 5.89 / 6.08